(1)
Density functional theory data (wB97M-V/def2-TZVPD) for a molecular structure, C24H31BClF4N3O7P2SW.

Geometry as ORCA input:
```
! RIJCOSX wB97M-V def2-TZVPD def2/J DEFGRID3
* xyz 0 1
W -0.69 -0.73 -0.57
O -3.18 -3.27 1.91
Cl -2.51 -2.01 1.94
O -3.27 -1.00 2.62
O -1.18 -2.12 2.50
O -2.38 -1.58 0.50
N 1.46 0.93 2.92
C 2.57 0.18 3.34
C 3.27 0.55 4.48
C 4.36 -0.19 4.91
C 4.75 -1.32 4.20
C 4.05 -1.69 3.07
C 2.98 -0.94 2.63
S 2.15 -1.40 1.13
N 0.76 -0.43 1.15
C 0.58 0.53 1.97
C -0.71 1.26 1.87
C -1.16 2.16 2.82
C -2.40 2.76 2.64
C -3.16 2.45 1.53
C -2.65 1.52 0.63
N -1.46 0.96 0.79
H 1.21 1.71 3.50
H 2.94 1.42 5.04
H 4.89 0.11 5.80
H 5.60 -1.91 4.54
H 4.34 -2.58 2.51
H -0.59 2.39 3.71
H -2.76 3.47 3.37
H -4.12 2.89 1.35
H -3.20 1.24 -0.25
F -2.77 2.47 -3.98
B -2.98 2.22 -2.62
F -1.72 2.19 -1.95
F -3.80 3.16 -2.02
F -3.57 0.92 -2.47
C -0.11 -2.78 -0.73
H 0.10 -3.13 0.29
H 0.85 -2.79 -1.28
C 2.42 -0.73 -2.47
P 1.15 0.45 -1.91
C 0.79 1.37 -3.43
C 1.99 1.68 -0.86
C 3.28 1.53 -0.36
C 3.80 2.47 0.52
C 3.03 3.56 0.91
C 1.74 3.72 0.40
C 1.22 2.78 -0.47
H 2.83 -1.30 -1.65
H 3.22 -0.20 -2.99
H 1.93 -1.41 -3.17
H 1.71 1.86 -3.78
H 0.01 2.11 -3.26
H 0.43 0.66 -4.18
H 3.88 0.68 -0.66
H 4.80 2.34 0.91
H 3.44 4.29 1.59
H 1.15 4.57 0.69
H 0.21 2.90 -0.86
C -4.16 -2.41 -1.63
O -3.25 -1.87 -2.60
P -1.94 -1.04 -2.30
O -1.03 -3.70 -1.34
C -1.07 -4.95 -0.69
O -1.51 -0.74 -3.80
C -2.39 -0.70 -4.93
H -4.95 -2.88 -2.20
H -4.57 -1.61 -1.02
H -3.65 -3.13 -1.00
H -0.12 -5.50 -0.82
H -1.87 -5.53 -1.15
H -1.27 -4.83 0.38
H -1.76 -0.58 -5.80
H -3.06 0.16 -4.84
H -2.96 -1.62 -5.00
*
```

## Properties
ΔE to the lowest compared entry with this formula, charge and spin = 84.9 kcal/mol
Calculated total energy = -99500.722 eV

Atom-resolved charges from Löwdin, all expressed in e:
1 W 1.07
2 O -0.29
3 Cl 0.71
4 O -0.30
5 O -0.32
6 O -0.54
7 N 0.15
8 C -0.23
9 C -0.02
10 C -0.08
11 C -0.08
12 C -0.09
13 C -0.42
14 S 1.03
15 N -0.36
16 C -0.34
17 C -0.19
18 C 0.01
19 C -0.02
20 C 0.00
21 C -0.08
22 N 0.01
23 H 0.13
24 H 0.12
25 H 0.11
26 H 0.11
27 H 0.11
28 H 0.11
29 H 0.12
30 H 0.13
31 H 0.10
32 F 0.13
33 B -1.26
34 F 0.04
35 F 0.14
36 F 0.04
37 C -0.40
38 H 0.03
39 H 0.06
40 C -0.25
41 P 0.83
42 C -0.22
43 C -0.37
44 C -0.10
45 C -0.08
46 C -0.09
47 C -0.08
48 C -0.10
49 H 0.01
50 H 0.06
51 H 0.05
52 H 0.06
53 H 0.04
54 H 0.04
55 H 0.09
56 H 0.11
57 H 0.10
58 H 0.11
59 H 0.10
60 C -0.08
61 O -0.32
62 P 0.76
63 O -0.30
64 C -0.12
65 O -0.36
66 C -0.07
67 H 0.09
68 H 0.09
69 H 0.07
70 H 0.09
71 H 0.09
72 H 0.08
73 H 0.09
74 H 0.08
75 H 0.08

***

(2)
Density functional theory data (wB97M-V/def2-TZVPD) for a molecular structure, C24H31BFeN8OSi.

Geometry as ORCA input:
```
! RIJCOSX wB97M-V def2-TZVPD def2/J DEFGRID3
* xyz 1 2
Fe 0.09 -0.24 0.52
C -0.98 -2.02 4.37
C -0.45 -0.98 3.61
N -0.59 -1.24 2.31
N -1.19 -2.43 2.21
C -1.44 -2.93 3.43
B -1.30 -3.14 0.87
N -2.00 -2.26 -0.17
C -3.02 -2.59 -0.97
C -3.09 -1.68 -2.00
C -2.04 -0.80 -1.75
N -1.39 -1.16 -0.64
N 0.13 -3.34 0.35
C 0.75 -4.49 0.02
C 1.99 -4.18 -0.49
C 2.05 -2.79 -0.45
N 0.92 -2.29 0.05
H -1.03 -2.10 5.44
H 0.00 -0.06 3.94
H -1.90 -3.89 3.56
H -1.85 -4.19 0.99
H -3.63 -3.46 -0.77
H -3.79 -1.65 -2.81
H -1.70 0.06 -2.31
H 0.26 -5.44 0.18
H 2.75 -4.86 -0.84
H 2.84 -2.14 -0.77
C -3.13 3.76 0.82
Si -2.45 2.01 0.88
C -3.77 0.87 0.24
C -2.05 1.61 2.66
N -0.92 1.67 0.00
C -0.35 2.45 -0.95
C -0.99 3.55 -1.58
C -0.34 4.35 -2.49
C 0.99 4.10 -2.81
C 1.64 3.02 -2.26
C 0.96 2.19 -1.38
O 1.48 1.05 -0.83
C 2.76 0.65 -1.26
C 3.88 1.13 -0.60
C 5.13 0.71 -1.03
C 5.25 -0.17 -2.10
C 4.11 -0.65 -2.73
C 2.85 -0.24 -2.31
H -3.79 3.88 1.68
H -3.73 3.93 -0.08
H -2.37 4.54 0.87
H -4.75 1.22 0.56
H -3.64 -0.15 0.62
H -3.77 0.82 -0.85
H -2.82 2.02 3.32
H -1.09 2.01 2.97
H -2.04 0.53 2.80
H -2.02 3.75 -1.33
H -0.86 5.16 -2.97
H 1.52 4.74 -3.51
H 2.67 2.81 -2.52
H 3.76 1.82 0.23
H 6.02 1.09 -0.53
H 6.22 -0.48 -2.43
H 4.20 -1.33 -3.56
H 1.95 -0.61 -2.78
N 2.05 -0.32 1.70
H 1.95 -1.18 2.23
H 2.28 0.42 2.34
H 2.83 -0.43 1.06
*
```

## Properties
Calculated total energy = -82298.264 eV
Expectation value of S² = 0.9233

Atom-resolved charges from natural (NBO), all expressed in e:
1 Fe 1.18
2 C -0.34
3 C -0.03
4 N -0.36
5 N -0.31
6 C 0.01
7 B 0.53
8 N -0.32
9 C 0.02
10 C -0.35
11 C -0.01
12 N -0.35
13 N -0.31
14 C 0.00
15 C -0.34
16 C -0.05
17 N -0.34
18 H 0.25
19 H 0.22
20 H 0.24
21 H -0.02
22 H 0.23
23 H 0.24
24 H 0.22
25 H 0.23
26 H 0.24
27 H 0.21
28 C -1.14
29 Si 1.78
30 C -1.13
31 C -1.13
32 N -0.81
33 C 0.08
34 C -0.17
35 C -0.22
36 C -0.14
37 C -0.24
38 C 0.31
39 O -0.51
40 C 0.23
41 C -0.23
42 C -0.21
43 C -0.19
44 C -0.19
45 C -0.25
46 H 0.26
47 H 0.24
48 H 0.25
49 H 0.25
50 H 0.24
51 H 0.25
52 H 0.25
53 H 0.23
54 H 0.25
55 H 0.23
56 H 0.24
57 H 0.23
58 H 0.24
59 H 0.23
60 H 0.23
61 H 0.23
62 H 0.23
63 H 0.24
64 N -1.06
65 H 0.40
66 H 0.39
67 H 0.39

***

(3)
Density functional theory data (wB97M-V/def2-TZVPD) for a molecular structure, C24H31Br42N2O3P2.

Geometry as ORCA input:
```
! RIJCOSX wB97M-V def2-TZVPD def2/J DEFGRID3
* xyz 1 1
C -2.00 -2.33 -5.23
C -1.09 -2.82 -4.00
P 0.09 -1.51 -3.31
C 0.01 0.12 -4.27
C -0.08 1.45 -3.37
C -0.30 -1.28 -1.46
C -1.59 -0.59 -0.84
C -1.74 -0.54 0.73
C -3.02 0.12 1.42
O -3.30 -0.08 2.63
O -3.88 0.94 0.60
C -0.65 -1.17 1.61
C 0.57 -1.80 0.91
P 2.00 -2.62 1.92
N 2.18 -4.27 1.27
O 1.56 -2.73 3.57
N 0.68 -1.82 -0.53
H -1.46 -2.36 -6.25
H -2.42 -1.28 -5.05
H -2.92 -3.03 -5.29
H -1.80 -3.10 -3.15
H -0.49 -3.76 -4.27
H 1.00 0.20 -4.86
H -0.82 0.17 -5.06
H 0.68 1.50 -2.52
H -1.15 1.64 -2.98
H 0.15 2.34 -4.08
H -2.37 -0.16 -1.54
H -4.44 0.32 0.07
H -0.78 -1.16 2.74
H 2.31 -4.22 0.24
H 1.33 -4.85 1.45
H 0.75 -3.32 3.72
H 1.51 -2.29 -0.93
C -0.04 2.95 -7.73
Br -1.50 1.90 -7.02
Br -0.65 4.67 -8.38
Br 1.41 3.12 -6.45
H 0.36 2.41 -8.58
C -5.12 -2.11 -2.50
Br -3.32 -2.17 -1.77
Br -5.37 -0.58 -3.67
Br -5.60 -3.77 -3.38
H -5.80 -1.98 -1.66
C 1.84 -6.49 5.24
Br 1.10 -6.65 7.02
Br 0.47 -6.07 3.92
Br 3.31 -5.22 5.18
H 2.25 -7.46 4.97
C 3.80 1.50 2.42
Br 3.57 2.21 0.63
Br 2.37 0.28 2.88
Br 5.55 0.70 2.66
H 3.74 2.34 3.11
C 4.56 -0.92 -3.56
Br 4.00 0.13 -2.03
Br 4.66 -2.81 -3.15
Br 3.45 -0.57 -5.10
H 5.57 -0.60 -3.81
C -1.18 6.53 -4.32
Br -1.78 7.66 -5.77
Br -2.10 4.82 -4.30
Br 0.75 6.31 -4.32
H -1.44 7.03 -3.39
C -3.14 -3.39 4.69
Br -3.63 -1.89 5.82
Br -4.40 -3.62 3.23
Br -1.32 -3.24 4.05
H -3.20 -4.29 5.30
C -4.14 3.05 3.86
Br -5.54 4.25 3.26
Br -2.38 3.66 3.30
Br -4.22 2.76 5.78
H -4.31 2.09 3.38
C 6.46 -0.03 6.69
Br 7.34 1.35 7.73
Br 6.99 -1.81 7.26
Br 4.53 0.18 6.70
H 6.79 0.09 5.66
C 10.62 3.98 7.09
Br 10.24 4.10 5.19
Br 11.45 2.29 7.55
Br 11.67 5.49 7.71
H 9.67 4.02 7.61
C -5.21 -8.21 -3.27
Br -6.22 -7.77 -1.67
Br -6.11 -7.62 -4.88
Br -3.39 -7.55 -3.18
H -5.15 -9.30 -3.31
C -4.93 5.49 -6.89
Br -5.48 6.52 -5.35
Br -4.83 3.59 -6.48
Br -6.05 5.83 -8.43
H -3.92 5.81 -7.15
C -9.49 -2.52 -2.57
Br -9.24 -1.99 -4.43
Br -9.21 -4.42 -2.32
Br -8.39 -1.46 -1.37
H -10.53 -2.31 -2.32
C 10.22 8.86 10.26
Br 9.65 10.01 8.80
Br 9.28 7.16 10.25
Br 12.14 8.61 10.26
H 9.96 9.36 11.18
*
```

## Properties
Calculated total energy = -2994859.191 eV

Results of the Löwdin charge analysis, in e, for atoms 1 through 99:
1 C -0.16
2 C -0.45
3 P 0.99
4 C -0.45
5 C -0.17
6 C -0.30
7 C -0.16
8 C -0.02
9 C -0.34
10 O 0.06
11 O 0.03
12 C -0.01
13 C -0.29
14 P 0.81
15 N -0.18
16 O -0.45
17 N 0.04
18 H 0.09
19 H 0.05
20 H 0.07
21 H -0.05
22 H 0.08
23 H -0.03
24 H 0.00
25 H 0.07
26 H 0.07
27 H 0.01
28 H 0.04
29 H 0.11
30 H 0.04
31 H 0.03
32 H -0.01
33 H -0.15
34 H 0.11
35 C -1.55
36 Br 0.59
37 Br 0.59
38 Br 0.59
39 H -0.02
40 C -1.53
41 Br 0.86
42 Br 0.59
43 Br 0.57
44 H -0.11
45 C -1.57
46 Br 0.59
47 Br 0.58
48 Br 0.60
49 H -0.02
50 C -1.56
51 Br 0.55
52 Br 0.62
53 Br 0.59
54 H -0.02
55 C -1.59
56 Br 0.51
57 Br 0.55
58 Br 0.61
59 H -0.02
60 C -1.57
61 Br 0.57
62 Br 0.54
63 Br 0.56
64 H -0.02
65 C -1.53
66 Br 0.62
67 Br 0.59
68 Br 0.70
69 H -0.02
70 C -1.62
71 Br 0.57
72 Br 0.55
73 Br 0.57
74 H -0.06
75 C -1.62
76 Br 0.56
77 Br 0.57
78 Br 0.54
79 H -0.05
80 C -1.62
81 Br 0.55
82 Br 0.55
83 Br 0.54
84 H -0.04
85 C -1.61
86 Br 0.55
87 Br 0.56
88 Br 0.54
89 H -0.03
90 C -1.62
91 Br 0.55
92 Br 0.50
93 Br 0.58
94 H -0.07
95 C -1.58
96 Br 0.57
97 Br 0.56
98 Br 0.60
99 H -0.02